Computed, not measured: a molecular structure, C24H70BHgN6O6 at a distorted geometry, with the ωB97M-V functional and the def2-TZVPD basis.

Geometry as ORCA input:
```
! RIJCOSX wB97M-V def2-TZVPD def2/J DEFGRID3
* xyz 2 2
Hg 0.75985 -0.70591 1.73191
B 0.23882 -0.01507 -0.39419
H 1.29458 -0.04160 -0.17306
H -0.16171 -1.01587 -0.44132
H -0.10066 0.57136 0.44550
H 0.08428 0.47139 -1.34482
C 5.22405 0.26574 2.68025
C 3.68605 0.34145 2.55770
C 3.01919 1.57204 1.98790
O 1.55516 1.48331 2.03376
C 0.97471 2.71154 1.74923
N 3.18415 -0.88028 1.94268
H 5.53828 0.70124 3.62877
H 5.64851 0.86903 1.87778
H 5.56868 -0.76835 2.67794
H 3.41061 0.22079 3.60540
H 3.40981 1.79451 0.99492
H 3.37772 2.50563 2.42145
H 1.04255 3.43074 2.56548
H -0.06239 2.43947 1.55302
H 1.44977 3.10426 0.85023
H 3.61390 -0.81356 1.03110
H 3.62385 -1.65034 2.42620
C -0.21303 -1.44981 6.13364
C -0.34969 -1.11364 4.67533
C -0.89275 0.32576 4.50392
O -0.99782 0.42494 3.07186
C -1.97627 1.48400 2.76180
N 0.95222 -1.29526 4.03719
H -0.07721 -2.52537 6.24688
H -1.14140 -1.07186 6.56187
H 0.65928 -1.02858 6.63339
H -1.13229 -1.76346 4.28370
H -0.31806 1.08577 5.03327
H -1.92990 0.36854 4.83650
H -2.06869 1.32703 1.68712
H -1.62069 2.51171 2.83587
H -3.00220 1.33906 3.10025
H 1.54741 -0.53623 4.33672
H 1.43603 -2.03991 4.51835
C -3.49234 0.83710 -2.52164
C -3.29579 0.57439 -0.97229
C -4.55528 0.72634 -0.03067
O -4.46271 2.04783 0.60426
C -5.42326 2.15559 1.63200
N -2.74595 -0.77806 -0.95030
H -3.51546 1.89307 -2.79089
H -4.38228 0.36801 -2.94124
H -2.61142 0.47783 -3.05364
H -2.48930 1.23264 -0.64917
H -4.58486 -0.14749 0.62021
H -5.44359 0.76478 -0.66117
H -5.01781 3.05806 2.08945
H -5.47518 1.26055 2.25193
H -6.37846 2.47565 1.21577
H -1.79826 -0.46861 -1.11227
H -2.97589 -1.42380 -1.69208
C 0.82295 4.18612 -3.65855
C 0.85234 3.53086 -2.31442
C -0.59468 3.07020 -1.95480
O -1.50804 4.21497 -1.84814
C -1.38239 5.01753 -0.69170
N 1.86150 2.52501 -2.40383
H 0.05023 4.95464 -3.67766
H 0.59924 3.55326 -4.51734
H 1.73464 4.71508 -3.93630
H 1.16635 4.38102 -1.70884
H -0.54317 2.42940 -1.07457
H -0.97085 2.30819 -2.63741
H -0.44522 5.52332 -0.45935
H -1.51498 4.36968 0.17479
H -2.18363 5.75317 -0.76199
H 1.37934 1.68833 -2.10785
H 2.61220 2.70005 -1.75121
C -0.29242 -2.88984 -3.76958
C 0.20258 -1.71256 -4.53954
C 1.64265 -1.22673 -4.31893
O 2.53983 -2.31344 -4.61237
C 3.89665 -1.90143 -4.90373
N -0.00015 -2.10937 -5.95769
H -0.44578 -2.72171 -2.70360
H 0.36699 -3.73455 -3.96890
H -1.30487 -3.20238 -4.02525
H -0.53562 -0.91945 -4.42061
H 1.68392 -0.79242 -3.32003
H 1.69149 -0.41485 -5.04457
H 4.57522 -2.71191 -5.16975
H 4.27883 -1.27247 -4.09971
H 3.88931 -1.24625 -5.77482
H 0.89658 -2.56527 -6.04772
H -0.77334 -2.73160 -6.14509
C -1.83170 -4.51732 1.46251
C -0.64897 -3.53624 1.46399
C 0.37159 -3.75530 0.38760
O 1.52748 -2.82046 0.56223
C 2.32808 -2.72459 -0.57704
N -1.12482 -2.13431 1.50409
H -1.36275 -5.48072 1.66264
H -2.47829 -4.54470 0.58542
H -2.37421 -4.23888 2.36597
H -0.17725 -3.75369 2.42226
H -0.10264 -3.61977 -0.58442
H 0.61042 -4.80519 0.55732
H 3.22736 -2.11926 -0.46311
H 1.88013 -2.41047 -1.51979
H 2.75193 -3.68383 -0.87417
H -2.04822 -2.15984 1.91248
H -1.40271 -1.83813 0.57935
*
```

Values from the calculation:
- calculated total energy (Ha) = -1913.71189
- LUMO (alpha / beta) (eV) = -4.751 / -10.122
- HOMO level (alpha / beta) (eV) = -12.68 / -12.68

These are the Löwdin partial charges, in e, on atoms 1 to 2:
1. Hg 1.18
2. B -0.49


Computed, not measured: a molecular structure, C24H71AsF6O11 at a distorted geometry, with the ωB97M-V functional and the def2-TZVPD basis.

Geometry as ORCA input:
```
! RIJCOSX wB97M-V def2-TZVPD def2/J DEFGRID3
* xyz 0 1
O 16.91023 9.55847 0.59849
H 16.39468 8.99593 1.21796
H 16.92410 10.50965 0.93761
H 17.85741 9.23202 0.43422
As 17.39418 11.05233 -2.97515
F 17.45774 12.72171 -3.50853
F 17.42297 10.57350 -4.64946
F 17.48853 9.35938 -2.53407
F 17.34824 11.45283 -1.28395
F 15.65518 11.09739 -3.06735
F 19.15972 11.07678 -2.97807
C 13.95730 10.33187 -0.38754
C 13.81931 10.46057 1.12117
O 14.31647 9.27276 1.75062
H 13.41081 9.49871 -0.82935
H 14.99496 10.35387 -0.71053
H 13.49441 11.19057 -0.88950
H 12.75969 10.58880 1.35954
H 14.32367 11.37766 1.43589
H 13.58885 8.87316 2.22890
C 20.02591 9.42163 2.28928
C 20.35097 9.72160 0.83141
O 19.36832 9.03598 0.02406
H 20.58530 10.00152 3.01710
H 20.05995 8.34557 2.46155
H 18.97233 9.67899 2.44227
H 21.34645 9.38853 0.53778
H 20.30139 10.79606 0.62859
H 19.71639 9.07460 -0.88967
C 17.76006 14.40352 -6.52109
C 16.96632 13.12564 -6.71801
O 16.27814 13.17567 -7.97251
H 18.41489 14.53511 -7.38356
H 18.36397 14.36848 -5.61274
H 17.07673 15.25259 -6.46255
H 16.30781 12.94076 -5.86256
H 17.64777 12.27562 -6.76720
H 15.64941 13.90345 -7.90021
C 20.76042 13.44922 -1.52125
C 21.13208 14.31941 -0.34791
O 21.75532 13.56167 0.70069
H 21.68389 13.12630 -2.00907
H 20.26399 14.04179 -2.29401
H 20.12493 12.62219 -1.21399
H 20.28457 14.88063 0.04898
H 21.86539 15.08376 -0.63453
H 22.60620 13.27290 0.35721
C 21.08950 12.86823 -5.16926
C 22.15626 13.29642 -6.15945
O 23.25740 13.90642 -5.49672
H 20.43760 12.10999 -5.61188
H 20.44541 13.69365 -4.85849
H 21.52086 12.46033 -4.25554
H 21.69328 13.98102 -6.87778
H 22.54548 12.44908 -6.72034
H 23.06677 14.81577 -5.25818
C 20.70220 7.23446 -2.92395
C 20.70088 8.66070 -3.44976
O 20.90044 9.55419 -2.33647
H 20.34954 6.53654 -3.68686
H 19.98525 7.17973 -2.10103
H 21.68216 6.88303 -2.60933
H 19.80147 8.91066 -4.00792
H 21.58253 8.76601 -4.08779
H 20.33596 10.32729 -2.49487
C 14.30553 14.48989 -2.41162
C 14.65000 15.01976 -3.81170
C 14.02459 16.39165 -4.05012
O 16.06081 15.15594 -3.93570
H 14.74903 13.49881 -2.28442
H 13.23083 14.34378 -2.28556
H 14.73190 15.16502 -1.67229
H 14.28421 14.30792 -4.56170
H 12.93841 16.30585 -4.01283
H 14.30845 16.69078 -5.05959
H 14.37068 17.10050 -3.30047
H 16.42030 14.25800 -3.99295
C 16.31146 6.98544 -4.85492
C 15.50511 6.65958 -3.59920
C 16.40722 6.14500 -2.48517
O 14.82946 7.84816 -3.17435
H 16.71385 6.07632 -5.31212
H 17.13425 7.66358 -4.61838
H 15.72539 7.49752 -5.61856
H 14.78622 5.87454 -3.84223
H 15.92091 6.07176 -1.51339
H 17.30761 6.76074 -2.43651
H 16.76594 5.13539 -2.71704
H 15.51259 8.48620 -2.92048
C 14.08124 10.46618 -6.28514
C 13.40092 11.79258 -5.95782
C 12.00816 11.94813 -6.56137
O 13.22110 11.84814 -4.53734
H 14.98616 10.27610 -5.70545
H 14.43785 10.49763 -7.32150
H 13.40110 9.63010 -6.12325
H 14.01370 12.62182 -6.33001
H 11.36977 11.26172 -5.99083
H 12.00456 11.64803 -7.60583
H 11.53406 12.90467 -6.34706
H 14.07482 11.71376 -4.11355
C 16.26800 13.65464 0.92750
C 17.45935 13.00906 1.61874
C 17.95235 13.87252 2.79341
O 17.06083 11.71430 2.15300
H 15.90085 13.03847 0.11105
H 16.62034 14.59414 0.49914
H 15.47394 13.84840 1.65109
H 18.25546 12.81670 0.89984
H 17.09292 14.41877 3.18918
H 18.67194 14.65016 2.53766
H 18.43494 13.20348 3.50484
H 16.54322 11.93098 2.94046
*
```

Values from the calculation:
- calculated total energy (Ha) = -4619.68226
- LUMO (eV) = -0.124
- HOMO level (eV) = -9.46

These are the Löwdin partial charges, in e, on atoms 1 to 2:
1. O 0.18
2. H 0.15


Computed, not measured: 5 unconnected molecules or ions with the total composition C24H71N6O12P4 at a distorted geometry, with the ωB97M-V functional and the def2-TZVPD basis.

Geometry as ORCA input:
```
! RIJCOSX wB97M-V def2-TZVPD def2/J DEFGRID3
* xyz -1 1
N -2.25013 -8.12414 7.44220
P -1.48440 -6.71782 6.80229
O -0.07181 -7.34385 6.24351
P -2.60264 -6.14184 4.89333
N -2.66336 -4.41302 5.46814
P -2.58569 -8.34460 4.18014
P -4.66124 -8.87606 4.33135
O -5.00780 -10.12180 3.69287
O -5.03912 -8.92993 5.88046
O -5.53249 -7.66930 3.72905
H -3.20201 -7.92430 7.71124
H -2.23039 -8.91557 6.80789
H -0.18460 -8.28717 6.04667
H -1.30052 -5.94362 4.25407
H -3.28327 -5.76146 3.66878
H -3.92681 -6.44194 5.59619
H -2.81033 -4.44754 6.47071
H -3.54356 -4.06516 5.10499
H -2.35965 -8.42674 2.79530
H -5.12596 -8.02107 6.22874
H -5.57593 -6.92636 4.35667
C -3.02377 -0.78055 -1.39000
O -1.97005 -0.48315 -0.49932
C -2.00813 0.83776 0.03187
C -2.23285 0.81359 1.52400
N -3.58638 0.37990 1.84776
C -3.79831 0.13536 3.27115
C -3.03779 -1.02301 3.90145
O -3.43713 -2.28547 3.43250
C -2.76995 -2.76881 2.28783
H -2.84726 -1.78177 -1.77874
H -3.99662 -0.76666 -0.88795
H -3.04424 -0.07514 -2.22868
H -2.77290 1.44019 -0.46729
H -1.03284 1.29319 -0.16678
H -2.07892 1.82077 1.92306
H -1.47404 0.15382 1.95838
H -3.78617 -0.47369 1.34284
H -4.86435 -0.05439 3.41541
H -3.56230 1.05426 3.81865
H -3.25993 -1.02227 4.97242
H -1.95018 -0.90524 3.81189
H -1.74275 -2.40103 2.23732
H -3.29800 -2.50459 1.36325
H -2.74702 -3.85650 2.36402
C 0.96134 -1.11607 1.38547
O 1.05362 0.15645 2.01035
C 1.73786 0.11298 3.25853
C 3.02336 0.90117 3.15265
N 3.94939 0.22604 2.25620
C 5.13352 0.99358 1.88892
C 4.92797 2.26463 1.06928
O 4.40070 2.04493 -0.22516
C 2.97972 2.04176 -0.28866
H 0.36555 -1.00067 0.48112
H 1.95597 -1.49121 1.11780
H 0.46882 -1.84146 2.03853
H 1.93045 -0.91794 3.56276
H 1.09640 0.57383 4.01565
H 3.47890 1.00197 4.14185
H 2.75960 1.90715 2.79458
H 3.45004 -0.00777 1.40994
H 5.77466 0.32618 1.30875
H 5.68617 1.25172 2.79811
H 5.91159 2.72188 0.92684
H 4.31470 3.00319 1.59981
H 2.54673 2.71237 0.45983
H 2.57616 1.03639 -0.15393
H 2.67890 2.37828 -1.27432
C 0.18393 4.31590 -1.64299
O 0.23825 5.71200 -1.41488
C 1.38298 6.12736 -0.68360
C 2.26963 6.98961 -1.54891
N 2.88846 6.19374 -2.59930
C 3.60126 6.96832 -3.60617
C 2.78093 7.88278 -4.50549
O 1.90800 7.19382 -5.37750
C 0.62313 6.90425 -4.85759
H -0.75847 4.10008 -2.14255
H 1.00738 3.98266 -2.28404
H 0.21828 3.75950 -0.70151
H 1.93924 5.26710 -0.30112
H 1.03592 6.71510 0.17134
H 3.05523 7.43505 -0.93171
H 1.64786 7.80361 -1.94947
H 2.17079 5.64803 -3.05791
H 4.12415 6.25863 -4.25126
H 4.36928 7.56626 -3.10553
H 3.48150 8.42117 -5.14950
H 2.23170 8.64229 -3.93588
H 0.29288 7.66759 -4.14887
H 0.58965 5.92493 -4.37141
H -0.07255 6.88328 -5.69621
C -1.30063 -2.32282 -5.15903
O 0.08550 -2.35142 -5.43780
C 0.45157 -1.72053 -6.65628
C 1.31126 -0.50981 -6.38441
N 0.52925 0.54559 -5.75806
C 1.31509 1.67373 -5.27410
C 2.27721 1.42097 -4.12160
O 1.63233 1.09113 -2.90913
C 1.37012 -0.28811 -2.71123
H -1.45933 -2.89527 -4.24801
H -1.66330 -1.30113 -5.00040
H -1.87621 -2.78411 -5.96776
H -0.43248 -1.44397 -7.23699
H 1.02989 -2.44172 -7.24122
H 1.71899 -0.13729 -7.32858
H 2.15167 -0.83784 -5.75622
H 0.01850 0.15041 -4.97925
H 0.60886 2.44197 -4.94862
H 1.87648 2.09554 -6.11367
H 2.81199 2.35792 -3.93268
H 3.04002 0.67237 -4.36470
H 2.12820 -0.91456 -3.18704
H 0.38001 -0.57244 -3.07791
H 1.38711 -0.47442 -1.63775
*
```

Values from the calculation:
- calculated total energy (Ha) = -3553.74352
- LUMO (eV) = 1.858
- HOMO level (eV) = -3.48

These are the Löwdin partial charges, in e, on atoms 1 to 2:
1. N -0.26
2. P 0.59